Entry 1:
{
  "formula": "C4H3FO2",
  "method": "ωB97M-V/def2-TZVPD",
  "e_tot_ev": -11006.5130,
  "e_above_lowest_kcal_mol": 27.57,
  "e_homo_ev": -10.16,
  "gap_ha": 0.3387,
  "total_charge": 0,
  "smiles": "O=CC(=O)/C=C\\F",
  "symbols": ["H", "C", "H", "O", "C", "C", "F", "H", "C", "O"],
  "xyz": [[-2.07, 1.25, -0.77], [1.53, -0.37, 0.06], [2.46, -0.70, 0.35], [-0.68, 2.08, 0.35], [-1.22, 1.12, -0.22], [-0.92, -0.39, 0.04], [1.81, 0.73, -0.69], [0.46, -1.78, 0.95], [0.39, -0.86, 0.47], [-1.75, -1.09, -0.54]]
}

=====

Entry 2:
{
  "formula": "C14H25ClIIrN2OP2",
  "method": "ωB97M-V/def2-TZVPD",
  "e_tot_ev": -61958.7230,
  "e_above_lowest_kcal_mol": 0.00,
  "e_homo_ev": [-17.07, -18.50],
  "gap_ha": [0.2780, 0.1671],
  "total_charge": 3,
  "s2": 8.776,
  "spin_multiplicity": 6,
  "symbols": ["H", "C", "O", "H", "H", "H", "C", "C", "H", "H", "C", "C", "C", "Cl", "H", "I", "C", "C", "C", "H", "H", "H", "H", "Ir", "H", "H", "C", "H", "H", "H", "C", "H", "H", "H", "H", "H", "N", "H", "H", "C", "N", "C", "H", "C", "H", "P", "P"],
  "xyz": [[0.89, 0.14, -7.66], [1.12, -0.57, 3.23], [0.02, 2.57, -5.89], [2.02, -0.54, 2.59], [2.68, 2.09, 0.18], [2.07, -0.55, -2.52], [0.01, 1.41, -6.18], [2.57, 0.14, -1.85], [-4.06, 1.06, 0.46], [-2.58, -2.52, -0.46], [-0.02, -0.56, 5.37], [2.98, 1.15, 0.66], [-2.98, 1.20, 0.61], [-0.01, -2.18, -1.26], [0.01, 1.56, -8.29], [0.00, -0.06, -4.56], [2.98, -1.76, 0.21], [2.46, -0.53, 5.29], [-2.57, 0.18, -1.89], [-3.66, 0.09, -1.97], [-2.07, -0.52, -2.56], [-2.65, 2.13, 0.11], [3.66, 0.04, -1.92], [-0.02, -0.69, 0.54], [2.74, 1.17, 1.73], [-0.89, 0.15, -7.65], [-1.22, -0.58, 3.28], [-2.14, -0.54, 2.69], [-2.26, 1.21, -2.11], [-2.74, 1.23, 1.67], [1.17, -0.55, 4.64], [-2.20, -0.51, 5.18], [4.06, 0.99, 0.52], [-4.08, -1.59, -0.08], [2.53, -2.56, -0.39], [-2.89, -1.96, 1.22], [3.51, -0.51, 5.80], [2.85, -1.99, 1.28], [2.28, 1.18, -2.08], [-1.23, -0.55, 4.68], [-0.06, -0.61, 2.57], [0.01, 0.77, -7.53], [0.01, -0.52, 6.46], [-3.02, -1.72, 0.15], [4.04, -1.65, -0.03], [-2.07, -0.17, -0.18], [2.05, -0.20, -0.15]]
}

=====

Entry 3:
{
  "formula": "C12H13CuN5O3",
  "method": "ωB97M-V/def2-TZVPD",
  "e_tot_ev": -70873.1849,
  "e_homo_ev": [-15.33, -15.31],
  "gap_ha": [0.3172, 0.2221],
  "total_charge": 2,
  "s2": 0.752,
  "spin_multiplicity": 2,
  "symbols": ["H", "H", "C", "O", "H", "C", "H", "N", "C", "N", "H", "H", "N", "C", "O", "C", "H", "H", "H", "N", "Cu", "O", "C", "C", "H", "C", "C", "H", "C", "C", "N", "H", "H", "C"],
  "xyz": [[2.59, 2.90, 4.23], [-2.85, -2.49, 4.42], [-0.37, 0.57, -2.37], [1.70, -2.34, -2.70], [-2.45, -2.43, 1.69], [0.45, -0.95, -4.17], [-1.28, 3.05, -2.10], [0.90, 1.01, 2.11], [0.40, 0.66, 3.32], [0.28, -0.60, -2.76], [-1.26, 0.92, -4.35], [2.23, -2.02, -4.70], [1.02, 1.38, 4.30], [-1.99, -1.85, 2.48], [-0.32, 0.99, -1.19], [1.33, -2.16, -4.10], [-1.21, -0.69, 5.35], [0.80, 1.31, 5.29], [0.93, -0.11, -4.69], [-1.32, -0.94, 4.37], [-0.15, 0.09, 0.71], [1.27, -1.37, -0.73], [-1.45, 2.62, -3.08], [1.09, -1.41, -1.94], [-0.53, -1.15, -4.62], [-0.63, -0.36, 3.35], [-1.07, 1.36, -3.37], [-1.93, 3.25, -3.83], [1.87, 1.97, 2.34], [-2.19, -1.88, 3.83], [-1.03, -0.90, 2.17], [2.42, 2.39, 1.52], [0.79, -3.05, -4.45], [1.96, 2.22, 3.68]]
}

=====

Entry 4:
{
  "formula": "CH2FNaO",
  "method": "ωB97M-V/def2-TZVPD",
  "e_tot_ev": -10248.9734,
  "e_above_lowest_kcal_mol": 0.00,
  "e_homo_ev": [-6.44, -6.43],
  "gap_ha": [0.2278, 0.2278],
  "total_charge": 0,
  "symbols": ["H", "Na", "H", "O", "F", "C"],
  "xyz": [[-1.14, 1.09, -1.72], [1.35, -1.36, 0.84], [0.51, -2.36, 2.45], [-0.13, -0.20, -0.49], [-0.10, 1.97, -0.24], [-0.50, 0.87, -0.85]]
}